{"formula": "C6H27B3NSn", "method": "ωB97M-V with the def2-TZVPD basis set", "energy_ev": -16000.4702, "orbital_gap_ev": 6.24, "total_charge": -1, "relative_energy_kcal_mol": 132.9, "lumo_energy_ha": 0.0388, "e_homo_ev": -5.183, "symbols": ["Sn", "B", "H", "H", "H", "H", "B", "H", "H", "H", "H", "B", "H", "H", "H", "H", "C", "C", "N", "C", "C", "C", "C", "H", "H", "H", "H", "H", "H", "H", "H", "H", "H", "H", "H", "H", "H", "H"], "coordinates": [[-12.84, -17.76, -5.08], [-10.65, -16.15, -6.62], [-9.80, -15.62, -7.05], [-10.34, -16.64, -5.71], [-11.47, -15.50, -6.34], [-11.03, -16.90, -7.29], [-10.73, -19.74, -6.45], [-10.42, -19.07, -5.66], [-11.67, -20.19, -6.17], [-10.74, -19.24, -7.41], [-9.98, -20.50, -6.58], [-11.30, -19.43, -2.86], [-10.65, -20.07, -2.28], [-10.77, -18.87, -3.62], [-12.04, -19.98, -3.41], [-11.89, -18.75, -2.27], [-16.54, -17.35, -5.17], [-16.53, -16.83, -3.78], [-15.42, -17.49, -3.15], [-14.75, -16.68, -2.20], [-15.57, -16.26, -0.97], [-15.83, -18.83, -2.61], [-14.65, -19.75, -2.78], [-17.25, -16.74, -5.73], [-16.77, -18.41, -5.22], [-15.60, -17.18, -5.70], [-16.54, -15.74, -3.86], [-17.53, -17.05, -3.39], [-13.87, -17.09, -1.70], [-14.43, -15.78, -2.72], [-15.05, -15.57, -0.31], [-16.50, -15.84, -1.37], [-15.96, -17.10, -0.40], [-16.80, -19.23, -2.91], [-15.98, -18.84, -1.53], [-14.36, -19.89, -3.82], [-14.80, -20.77, -2.42], [-13.76, -19.42, -2.24]]}

{"formula": "C23H32CrF6N6O11P2S3Se", "method": "ωB97M-V with the def2-TZVPD basis set", "energy_ev": -216993.5424, "orbital_gap_ev": [7.93, 7.94], "spin_multiplicity": 2, "total_charge": -1, "relative_energy_kcal_mol": 48.6, "lumo_energy_ha": [0.0779, 0.0779], "e_homo_ev": [-5.809, -5.820], "symbols": ["Cr", "S", "C", "C", "C", "C", "C", "C", "N", "C", "C", "C", "C", "C", "C", "C", "H", "H", "H", "H", "H", "H", "H", "H", "C", "N", "C", "P", "O", "O", "P", "O", "N", "C", "C", "N", "C", "C", "N", "C", "C", "H", "H", "H", "H", "H", "H", "H", "H", "H", "H", "H", "H", "H", "H", "H", "H", "H", "H", "H", "H", "H", "H", "H", "H", "O", "Se", "O", "O", "O", "F", "C", "F", "F", "S", "O", "O", "N", "S", "O", "O", "C", "F", "F", "F"], "coordinates": [[1.23, 0.60, 0.60], [2.91, 0.81, 4.70], [1.19, 0.69, 4.91], [0.45, 0.66, 6.09], [-0.92, 0.50, 6.00], [-1.54, 0.38, 4.76], [-0.81, 0.43, 3.58], [0.57, 0.59, 3.66], [1.47, 0.63, 2.59], [2.71, 0.71, 2.99], [3.75, 0.57, 1.99], [5.11, 0.57, 2.25], [5.98, 0.30, 1.21], [5.48, 0.04, -0.07], [4.11, 0.07, -0.32], [3.21, 0.34, 0.72], [0.94, 0.75, 7.06], [-1.51, 0.46, 6.91], [-2.62, 0.25, 4.71], [-1.28, 0.34, 2.61], [5.48, 0.78, 3.25], [7.05, 0.30, 1.38], [6.17, -0.16, -0.88], [3.74, -0.07, -1.33], [0.45, -2.56, -2.90], [-0.72, -1.64, -2.75], [-1.82, -2.20, -1.93], [-0.25, -0.10, -2.46], [0.79, 0.07, -1.43], [-1.65, 0.61, -2.05], [-2.09, 1.22, -0.61], [-1.13, 0.90, 0.47], [-3.54, 0.49, -0.39], [-4.43, 0.02, -1.44], [-4.04, 0.30, 0.97], [-2.33, 2.81, -0.86], [-3.23, 3.21, -1.94], [-1.23, 3.76, -0.61], [0.13, 0.52, -3.93], [-0.80, 0.29, -5.04], [0.72, 1.87, -3.97], [0.14, -3.42, -3.50], [0.81, -2.91, -1.94], [1.25, -2.04, -3.42], [-1.64, -3.26, -1.79], [-2.78, -2.06, -2.43], [-1.88, -1.76, -0.93], [-3.96, 0.09, -2.42], [-5.36, 0.60, -1.46], [-4.70, -1.03, -1.27], [-3.35, 0.74, 1.69], [-4.13, -0.77, 1.20], [-5.02, 0.77, 1.09], [-4.08, 2.53, -2.01], [-2.71, 3.23, -2.90], [-3.60, 4.21, -1.72], [-0.51, 3.36, 0.09], [-1.65, 4.68, -0.20], [-0.68, 4.01, -1.53], [-1.30, -0.67, -4.94], [-0.24, 0.30, -5.98], [-1.56, 1.09, -5.09], [1.39, 2.03, -3.12], [-0.06, 2.63, -3.95], [1.29, 1.97, -4.89], [1.76, 4.76, -0.60], [2.45, 3.34, -0.21], [2.66, 2.38, -1.52], [1.25, 2.47, 0.71], [3.77, 3.48, 0.72], [2.89, -2.77, -0.47], [2.76, -3.38, 0.70], [3.87, -3.24, 1.40], [2.53, -4.68, 0.50], [1.35, -2.62, 1.68], [0.91, -1.52, 0.80], [1.90, -2.32, 2.96], [0.25, -3.74, 1.85], [-0.65, -4.33, 0.68], [-1.10, -5.65, 1.02], [-0.15, -4.08, -0.65], [-2.17, -3.32, 0.82], [-3.05, -3.73, -0.09], [-2.70, -3.44, 2.03], [-1.91, -2.02, 0.59]]}

{"formula": "CH10CrO8", "method": "ωB97M-V with the def2-TZVPD basis set", "energy_ev": -46000.5801, "orbital_gap_ev": [4.94, 6.59], "spin_multiplicity": 5, "lumo_energy_ha": [-0.0482, -0.0500], "e_homo_ev": [-6.249, -7.951], "symbols": ["Cr", "C", "O", "O", "O", "O", "H", "H", "O", "H", "H", "O", "H", "H", "O", "H", "H", "O", "H", "H"], "coordinates": [[-0.32, -0.23, -0.16], [0.62, 0.84, -2.10], [1.38, 0.37, -0.95], [-0.59, 0.47, -1.99], [1.15, 1.37, -3.12], [0.18, -2.38, -0.56], [-0.43, -3.03, -0.23], [0.28, -2.63, -1.52], [0.54, -0.82, 1.69], [1.28, -1.14, 2.14], [-0.17, -1.17, 2.28], [-2.10, -0.88, 0.49], [-2.58, -1.31, -0.29], [-2.62, -1.27, 1.20], [-0.70, 1.69, 0.48], [-0.44, 2.49, 0.12], [-1.67, 1.87, 0.55], [2.04, 2.31, 0.73], [1.87, 1.80, -0.12], [2.27, 1.65, 1.39]]}

{"formula": "C6H10O", "method": "ωB97M-V with the def2-TZVPD basis set", "smiles": "O[C@@H]1C=CCCC1", "energy_ev": -8431.1148, "orbital_gap_ev": 10.51, "relative_energy_kcal_mol": 2.9, "lumo_energy_ha": 0.0349, "e_homo_ev": -9.556, "symbols": ["O", "C", "C", "C", "C", "C", "C", "H", "H", "H", "H", "H", "H", "H", "H", "H", "H"], "coordinates": [[-1.17, 1.36, -1.33], [0.14, 0.81, -1.16], [0.11, -0.68, -1.38], [-0.06, -1.53, -0.37], [-0.18, -1.13, 1.08], [0.02, 0.38, 1.35], [0.72, 1.14, 0.22], [-1.80, 0.71, -1.00], [0.75, 1.29, -1.93], [0.18, -1.05, -2.40], [-0.11, -2.60, -0.57], [0.51, -1.74, 1.66], [-1.18, -1.43, 1.43], [-0.94, 0.85, 1.55], [0.61, 0.50, 2.27], [0.61, 2.22, 0.39], [1.79, 0.91, 0.20]]}

{"formula": "C4H2ClO2", "method": "ωB97M-V with the def2-TZVPD basis set", "smiles": "O=C1CC([O-])=C1Cl", "energy_ev": -20797.1453, "orbital_gap_ev": 7.26, "total_charge": -1, "relative_energy_kcal_mol": 32.9, "lumo_energy_ha": 0.1405, "e_homo_ev": -3.440, "symbols": ["O", "C", "C", "C", "O", "C", "Cl", "H", "H"], "coordinates": [[-2.51, -0.63, -0.65], [-1.37, -0.50, -1.08], [0.03, -0.10, -0.20], [0.85, -0.11, -1.48], [1.98, 0.01, -1.87], [-0.65, -0.69, -2.20], [-1.04, -0.86, -3.91], [0.02, 0.99, 0.15], [0.48, -0.68, 0.66]]}

{"formula": "C25H30N4O6", "method": "ωB97M-V with the def2-TZVPD basis set", "energy_ev": -44630.5111, "orbital_gap_ev": 7.27, "relative_energy_kcal_mol": 650.9, "lumo_energy_ha": -0.0123, "e_homo_ev": -7.607, "symbols": ["C", "H", "H", "H", "O", "C", "C", "C", "C", "C", "C", "O", "C", "H", "H", "H", "O", "C", "H", "H", "H", "H", "C", "C", "C", "C", "C", "N", "C", "O", "C", "H", "H", "C", "N", "C", "C", "O", "C", "C", "H", "H", "H", "H", "H", "H", "H", "H", "H", "H", "C", "H", "H", "H", "H", "O", "C", "C", "C", "N", "N", "H", "H", "H", "H"], "coordinates": [[-1.04, 2.45, -1.50], [-1.87, 1.87, -1.94], [-1.02, 2.09, -0.43], [-1.52, 3.54, -1.51], [0.05, 2.80, -2.37], [0.98, 1.49, -2.51], [0.72, 0.22, -2.01], [1.23, -0.86, -2.17], [2.50, -0.75, -2.80], [2.95, 0.52, -3.22], [2.05, 1.40, -3.17], [2.52, 2.68, -3.80], [1.73, 3.95, -4.18], [2.34, 4.31, -4.72], [0.85, 3.38, -4.82], [1.44, 4.28, -3.34], [4.22, 0.82, -3.87], [5.10, -0.39, -4.08], [4.40, -1.26, -4.55], [5.92, -0.10, -4.63], [5.31, -0.73, -3.19], [3.34, -1.79, -2.82], [0.92, -2.39, -1.57], [-0.09, -2.32, -0.61], [-1.77, -2.57, -1.09], [-2.62, -2.35, -0.02], [-2.25, -1.69, 1.15], [-1.19, -1.67, 1.56], [0.18, -1.72, 0.66], [1.22, -1.38, 1.16], [-0.88, -1.03, 2.82], [-1.56, -1.25, 3.49], [0.22, -1.30, 3.13], [-0.80, 0.69, 2.71], [-1.09, 1.20, 4.02], [-1.62, 2.36, 4.02], [-2.07, 3.12, 5.30], [-0.64, 2.81, 6.36], [-0.42, 1.54, 6.32], [0.05, 0.87, 4.91], [0.41, 0.02, 5.20], [1.07, 1.42, 4.57], [0.51, 1.58, 6.94], [-1.12, 1.07, 6.69], [-2.23, 4.06, 5.19], [-2.81, 2.57, 5.85], [-2.35, 2.72, 3.38], [-0.67, 3.32, 3.67], [-1.81, 0.83, 2.06], [0.14, 0.85, 2.22], [-3.53, -1.67, 2.12], [-3.55, -0.66, 2.52], [-3.55, -2.32, 3.08], [-4.31, -1.80, 1.71], [-3.48, -2.58, -0.27], [-1.71, -3.17, -2.10], [-0.81, -3.31, -3.10], [0.58, -3.16, -2.83], [1.46, -3.64, -3.62], [2.50, -3.99, -4.14], [-1.29, -4.03, -4.08], [-0.54, -4.29, -4.78], [-2.28, -4.05, -4.29], [1.94, -2.76, -1.19], [-0.39, 0.18, -1.48]]}

{"formula": "C36H36IrN2O5P2S", "method": "ωB97M-V with the def2-TZVPD basis set", "energy_ev": -83384.0236, "orbital_gap_ev": 8.02, "total_charge": 1, "relative_energy_kcal_mol": 28.7, "lumo_energy_ha": -0.1209, "e_homo_ev": -11.313, "symbols": ["Ir", "O", "C", "O", "C", "C", "C", "C", "C", "N", "C", "O", "O", "H", "H", "H", "C", "N", "P", "C", "C", "C", "C", "C", "C", "C", "C", "C", "C", "C", "C", "P", "C", "C", "C", "C", "C", "C", "C", "C", "C", "C", "C", "C", "H", "H", "H", "H", "H", "H", "H", "H", "H", "H", "H", "H", "H", "H", "H", "H", "H", "H", "H", "H", "H", "H", "H", "C", "C", "S", "O", "C", "C", "H", "H", "H", "H", "H", "H", "H", "H", "H", "H"], "coordinates": [[-0.48, 0.94, 0.28], [2.50, 2.50, 2.56], [1.48, 2.15, 2.03], [1.39, 1.18, 1.15], [0.17, 2.88, 2.31], [-0.04, 3.97, 3.13], [-1.31, 4.54, 3.14], [-2.33, 4.04, 2.32], [-2.04, 2.95, 1.52], [-0.83, 2.41, 1.58], [-2.96, 2.30, 0.50], [-4.11, 2.63, 0.39], [-2.39, 1.35, -0.24], [0.77, 4.35, 3.73], [-1.51, 5.39, 3.77], [-3.31, 4.48, 2.27], [0.16, -3.36, 0.14], [0.14, -1.90, 0.14], [-0.40, -0.94, 1.44], [-1.94, -1.57, 2.11], [-1.95, -2.46, 3.19], [-3.16, -2.97, 3.64], [-4.35, -2.59, 3.02], [-4.33, -1.70, 1.96], [-3.13, -1.18, 1.50], [0.84, -1.09, 2.73], [2.10, -1.62, 2.45], [3.07, -1.64, 3.44], [2.80, -1.11, 4.69], [1.55, -0.56, 4.97], [0.57, -0.55, 3.99], [-0.25, -0.85, -1.16], [-1.67, -1.59, -2.02], [-1.44, -2.83, -2.64], [-2.47, -3.50, -3.27], [-3.74, -2.93, -3.31], [-3.97, -1.70, -2.73], [-2.94, -1.02, -2.09], [1.08, -0.99, -2.37], [0.84, -0.77, -3.73], [1.91, -0.76, -4.62], [3.20, -0.97, -4.17], [3.44, -1.18, -2.82], [2.39, -1.17, -1.92], [0.56, -3.71, 1.10], [0.82, -3.71, -0.65], [-0.84, -3.78, 0.00], [-1.03, -2.76, 3.67], [-3.18, -3.66, 4.47], [-5.29, -2.98, 3.38], [-5.26, -1.39, 1.49], [-3.12, -0.47, 0.69], [2.32, -2.01, 1.47], [4.04, -2.06, 3.23], [3.56, -1.11, 5.46], [1.35, -0.13, 5.94], [-0.40, -0.12, 4.21], [-0.45, -3.27, -2.64], [-2.29, -4.46, -3.73], [-4.55, -3.45, -3.81], [-4.95, -1.24, -2.78], [-3.12, -0.05, -1.65], [-0.17, -0.62, -4.09], [1.72, -0.60, -5.67], [4.02, -0.97, -4.87], [4.45, -1.34, -2.46], [2.57, -1.31, -0.86], [0.22, 2.69, -3.69], [1.65, 2.72, -3.16], [1.62, 2.43, -1.37], [0.53, 3.27, -0.77], [3.24, 3.09, -0.94], [4.31, 2.06, -1.25], [0.23, 2.78, -4.78], [-0.36, 3.52, -3.28], [-0.29, 1.76, -3.43], [2.12, 3.69, -3.36], [2.26, 1.92, -3.58], [3.18, 3.28, 0.13], [3.40, 4.04, -1.46], [4.14, 1.15, -0.67], [5.29, 2.45, -0.99], [4.33, 1.79, -2.31]]}